No. 1
20
Properties=species:S:1:pos:R:3:forces:R:3 method="wB97M-V/def2-TZVPD" homo_ha="-0.3395 / -0.3394" total_charge=0 gap_ev="6.236 / 6.232" e_lumo_ev="-3.00 / -3.00"
C -1.7235 3.9366 -0.1019 1.21 0.46 -0.86
C -3.6511 -1.0838 0.1304 -4.84 -2.01 1.30
C 3.2990 -0.2765 -0.0418 0.71 1.06 0.37
C 3.1551 -1.6380 0.5055 -1.19 0.42 -0.55
C 2.0803 0.2329 -0.4557 1.83 0.09 0.87
C 1.8469 -1.9055 0.4086 0.22 -0.96 0.35
C -2.0693 0.6441 -0.9746 -0.54 0.76 -0.27
C -2.4142 -0.6560 -0.3724 3.50 -1.25 1.44
C 1.0944 -0.7881 -0.1402 -2.48 0.32 -0.52
C -0.3031 -0.5916 -0.3219 5.13 0.23 0.42
N -4.6749 -1.5062 0.5629 3.74 1.69 -1.54
N -1.3152 -1.3712 0.0394 -2.98 0.32 -0.72
N -2.6126 3.5448 0.5120 -3.12 -1.30 2.90
N -0.7484 0.6113 -0.8755 -0.77 0.32 -0.05
H 4.3207 0.1459 0.0997 -1.22 0.44 -0.76
H 3.9001 -2.3277 0.9092 -0.13 0.54 -0.34
H 1.8254 1.2642 -0.7095 0.51 -0.49 -0.11
H 1.5101 -2.8656 0.6456 -1.18 -1.06 0.36
H -3.3624 3.2007 1.1970 1.97 0.90 -2.01
H -0.1572 1.4299 -1.0169 -0.36 -0.48 -0.28


No. 2
82
Properties=species:S:1:pos:R:3:forces:R:3 method="wB97M-V/def2-TZVPD" homo_ha=-0.1715 total_charge=-1 gap_ev=6.523 e_lumo_ev=1.86
C 3.8304 -0.5955 1.7123 -0.72 1.26 0.18
C 3.0216 0.8670 1.7741 0.06 -0.89 -0.61
C 1.5158 0.5536 1.1590 -0.33 0.91 0.08
C 0.3531 1.1365 2.1706 0.10 -0.53 0.37
C -0.8882 0.0689 2.4333 -0.59 1.48 -0.99
C -1.6742 -0.3004 1.0178 0.87 -1.41 0.52
C -2.5526 0.9410 0.4020 0.16 -0.54 1.44
C -2.7321 0.8989 -1.2378 1.39 -0.52 -0.44
Br -1.6882 2.5867 -1.7232 -0.15 0.43 -0.22
O -1.9323 -0.1110 -2.0085 -3.33 3.38 2.01
P -2.4882 -0.1958 -3.6946 0.25 0.55 -0.30
C -3.1093 -1.9287 -3.1852 -4.66 -4.76 -1.69
Br -2.5078 -2.7496 -1.4163 -0.80 0.25 -1.83
C -4.0645 -2.7864 -3.9704 2.33 3.57 1.54
C -4.6843 -2.2745 -5.3983 1.15 -1.21 -0.53
Br -4.6841 -4.5884 -3.3090 0.55 1.81 -0.85
P -0.6229 -1.3082 -4.1747 2.62 0.01 -0.47
O -0.9212 -2.8572 -4.9115 1.72 2.77 -1.65
O 0.1833 -0.3038 -5.3984 -0.40 -0.31 1.64
S 0.6283 -1.3646 -2.6598 0.13 -0.44 -0.70
O -3.9489 0.7054 -3.3529 0.91 0.17 1.45
C -4.2046 1.0710 -1.9190 -1.30 -0.72 -2.81
C -4.8707 2.5976 -2.0218 -0.76 0.53 0.75
C -4.9383 3.3500 -0.5293 0.01 0.34 -0.46
C -6.2612 4.3335 -0.3798 1.18 0.95 -1.20
Br -7.2407 4.0146 1.3568 0.52 0.18 -1.19
C -5.4074 -0.0427 -1.5714 -0.11 -0.17 0.78
C -6.5551 -0.1457 -2.6862 -1.24 -2.61 2.35
C -7.7596 -1.2280 -2.5084 4.50 1.13 3.94
C -7.5835 -2.0372 -1.1055 2.11 2.64 -1.38
C -6.3452 -1.6988 -0.1449 -0.72 -0.13 -0.86
N -5.2034 -0.7540 -0.2842 -6.22 -0.91 -5.19
H 3.5843 -1.0364 0.6478 0.86 0.73 2.21
H 4.9776 -0.4222 1.9019 -2.28 -0.72 -0.46
H 3.3284 -1.2736 2.5403 1.22 1.23 -1.73
H 3.5723 1.6871 1.1156 -1.11 -1.82 1.35
H 2.9778 1.2806 2.8810 -0.01 -0.93 -2.25
H 1.4030 1.1017 0.1139 0.22 -1.25 2.14
H 1.3364 -0.5953 0.9402 0.56 2.32 0.66
H 0.8252 1.3395 3.2400 -0.87 -0.29 -2.23
H -0.0139 2.1666 1.7347 0.47 -2.07 0.99
H -0.4910 -0.9026 2.9661 -0.82 1.96 -1.10
H -1.6834 0.6391 3.0979 1.64 -1.34 -0.94
H -2.3414 -1.2562 1.2687 1.18 2.23 -0.79
H -0.8261 -0.7006 0.2819 -2.07 1.09 1.22
H -2.0050 1.9430 0.7502 -1.26 -2.27 -1.14
H -3.5980 0.9554 0.9631 2.06 -0.24 -1.48
H -2.7192 -0.3275 -5.1406 -0.89 -0.42 0.83
H -1.6751 0.9433 -4.1443 -0.53 -0.25 0.99
H -5.1994 -3.2050 -5.9405 0.84 2.20 1.37
H -3.7535 -2.0071 -6.0966 -2.05 -0.45 1.61
H -5.3796 -1.3344 -5.3334 1.29 -1.94 0.15
H -0.4473 -2.8047 -5.8125 -0.94 -0.26 1.89
H 0.7075 0.4159 -4.9001 -1.25 -1.98 -0.80
H -4.3193 3.2731 -2.8333 -0.87 -1.72 2.00
H -6.0061 2.5678 -2.3827 2.47 -0.55 0.68
H -4.9296 2.5754 0.3632 -0.01 1.61 -2.01
H -3.9999 4.0470 -0.4806 -1.72 -1.49 0.24
H -7.0092 4.2621 -1.2846 1.35 -0.17 2.04
H -5.9001 5.4637 -0.3392 -0.88 -2.48 0.06
H -6.5426 0.5475 -3.6379 0.26 -1.59 2.29
H -8.6448 -1.3774 -3.2589 2.01 0.32 1.64
H -8.3645 -2.8636 -0.8018 1.90 1.88 -0.54
H -6.3204 -2.3147 0.8804 -0.04 1.45 -2.56
C 8.2712 -2.4638 3.2027 -0.08 -0.21 0.19
C 8.4085 -1.9247 1.7940 0.03 0.19 0.30
O 7.5502 -0.8075 1.6164 -0.03 0.37 0.04
H 7.2365 -2.7618 3.4015 0.13 -0.03 -0.13
H 8.9232 -3.3286 3.3546 -0.03 0.05 0.07
H 8.5281 -1.6949 3.9386 0.13 -0.07 -0.11
H 8.1298 -2.6891 1.0626 -0.08 0.25 0.02
H 9.4377 -1.6125 1.5918 0.10 -0.19 0.01
H 7.8114 -0.1312 2.2648 -0.12 -0.36 -0.36
C 10.2428 1.5079 6.4876 0.02 0.23 0.14
C 9.6240 0.9036 5.2443 0.16 -0.14 0.29
O 10.5505 0.0290 4.6173 0.17 -0.36 -0.08
H 11.1539 2.0600 6.2345 -0.18 -0.03 -0.03
H 9.5427 2.1884 6.9804 0.09 -0.06 0.03
H 10.5316 0.7249 7.1964 -0.14 0.05 0.00
H 9.3571 1.6877 4.5296 0.12 -0.21 -0.03
H 8.7195 0.3389 5.4908 -0.15 0.17 0.05
H 10.7746 -0.6683 5.2572 -0.11 0.36 -0.38


No. 3
48
Properties=species:S:1:pos:R:3:forces:R:3 method="wB97M-V/def2-TZVPD" homo_ha="-0.2284 / -0.2615" multiplicity=4 total_charge=0 s2=3.770 gap_ev="6.094 / 6.993" e_lumo_ev="-0.12 / -0.12"
V -0.3632 0.2487 -0.2151 1.58 0.88 1.56
C -0.7199 0.7293 3.0376 -0.54 -0.03 0.52
O 0.2922 0.8670 2.0613 0.22 0.05 -0.59
C 1.3808 0.0061 2.3034 0.61 -0.29 -0.07
C 2.4899 0.3166 1.3074 -0.05 0.11 0.79
O 2.0314 0.0840 -0.0077 -0.72 -0.06 0.13
C 2.9885 0.4665 -0.9695 0.31 -0.04 -0.47
H -0.3319 0.9852 4.0324 0.06 0.02 -0.14
H -1.1101 -0.2963 3.0586 0.05 0.17 -0.08
H -1.5216 1.4170 2.7703 0.05 -0.12 -0.01
H 1.0659 -1.0451 2.1962 0.03 0.21 0.13
H 1.7649 0.1594 3.3248 -0.03 -0.04 -0.19
H 3.3639 -0.3209 1.5177 -0.17 0.12 -0.02
H 2.7888 1.3706 1.4147 -0.01 -0.14 -0.06
H 3.8903 -0.1528 -0.8799 -0.09 0.05 0.04
H 3.2687 1.5202 -0.8489 -0.05 -0.08 0.00
H 2.5342 0.3298 -1.9500 0.15 0.00 0.11
S -0.9431 -1.8031 0.6522 -0.45 -0.86 0.66
C -2.6954 -1.7549 0.4576 0.49 1.71 -0.09
C -3.3210 -2.9885 0.6058 -0.70 -1.25 0.06
N -3.7240 -4.0671 0.6884 -0.03 0.07 -0.01
C -3.3551 -0.5810 0.1700 1.54 -0.69 0.17
S -2.5423 0.9204 -0.1073 -1.22 0.49 0.13
C -4.7512 -0.5731 0.0577 -1.38 -0.08 -0.11
N -5.8978 -0.5562 -0.0468 0.06 0.00 0.02
C -0.8695 -4.4152 -1.7852 -0.42 -0.66 0.39
N -0.1581 -3.3548 -2.5147 0.11 -0.02 -0.39
C 1.0830 -2.9953 -1.8120 0.84 0.30 0.46
C -1.0572 -2.1637 -2.7216 -0.38 0.80 -0.04
C -0.3192 -0.9146 -3.1213 -0.09 0.16 0.04
C 0.1633 -0.7865 -4.4201 -0.05 -0.08 0.05
C 0.8055 0.3699 -4.8197 0.12 0.11 0.04
C 0.8986 1.4291 -3.9231 0.09 0.17 -0.19
C 0.4029 1.2967 -2.6404 -0.18 -0.14 -0.03
C -0.1756 0.1081 -2.1639 0.18 -0.40 -1.85
H -0.2574 -5.3137 -1.7283 0.06 0.06 -0.10
H -1.8118 -4.6415 -2.2742 -0.03 0.04 -0.14
H -1.0814 -4.0612 -0.7768 0.07 0.09 -0.07
H 0.0936 -3.6973 -3.4459 -0.02 0.05 0.20
H 0.8168 -2.6044 -0.8249 0.02 -0.19 -0.30
H 1.6059 -2.2165 -2.3617 -0.08 -0.07 -0.07
H 1.7256 -3.8689 -1.7187 -0.14 -0.11 -0.03
H -1.5583 -1.9679 -1.7714 0.07 -0.23 -0.19
H -1.7961 -2.4464 -3.4749 0.07 -0.17 0.05
H 0.0349 -1.5941 -5.1310 -0.04 -0.11 -0.13
H 1.2208 0.4518 -5.8124 -0.03 0.05 -0.12
H 1.3679 2.3539 -4.2323 0.01 0.07 -0.05
H 0.4729 2.1517 -1.9643 0.12 0.10 -0.02


No. 4
71
Properties=species:S:1:pos:R:3:forces:R:3 method="wB97M-V/def2-TZVPD" homo_ha="-0.4274 / -0.4995" multiplicity=5 total_charge=+2 s2=6.049 gap_ev="6.576 / 5.473" e_lumo_ev="-5.06 / -8.12"
Pd 0.6923 -0.9460 3.1120 0.10 0.03 0.02
F 0.1277 -1.3675 -3.7613 0.00 0.00 0.00
C -0.1820 -0.3182 -2.9765 0.01 -0.01 0.00
C 0.0627 -0.4154 -1.6390 0.00 -0.01 0.00
C -0.1900 0.6690 -0.7918 -0.01 -0.01 -0.01
C 0.1046 0.5628 0.6355 0.00 0.01 -0.03
O 0.5300 -0.5581 1.0511 -0.01 0.05 0.09
C -0.1004 1.7354 1.4050 0.02 -0.03 0.06
C -0.6174 2.8436 0.7756 -0.01 0.01 0.00
N -0.9527 2.9234 -0.5145 -0.01 0.00 0.01
C -1.4715 4.1707 -1.0483 0.02 0.00 -0.01
C -2.4684 4.9396 -0.2438 -0.01 0.00 0.00
C -2.9057 4.2289 -1.4894 0.00 0.00 0.00
C -0.7104 1.8422 -1.3489 0.00 -0.01 0.02
C -0.9831 1.9107 -2.7199 0.00 0.02 -0.01
C -0.7176 0.8448 -3.5607 0.02 0.01 0.03
N -0.9910 0.9686 -4.9399 -0.04 0.00 -0.01
C -0.4121 2.0820 -5.6784 0.01 -0.02 0.00
C -1.4916 2.6561 -6.6023 0.02 0.02 0.02
N -2.4446 1.5392 -6.9551 0.00 0.00 -0.01
C -1.7117 0.2442 -7.1447 0.02 -0.03 0.00
C -1.1519 -0.2098 -5.7876 0.02 0.01 0.01
C 0.2257 1.9916 2.8757 -0.02 0.04 -0.08
O 0.0700 3.1156 3.2988 0.01 -0.01 0.02
O 0.6862 1.0245 3.6121 -0.04 -0.09 -0.08
H 0.4872 -1.3245 -1.2382 0.00 0.00 0.00
H -0.7621 3.7335 1.3734 0.00 0.00 0.00
H -0.7313 4.7268 -1.6105 -0.01 0.01 0.00
H -2.3834 6.0158 -0.2577 0.00 0.00 0.00
H -2.7933 4.5240 0.6996 0.00 0.00 0.00
H -3.1418 4.8148 -2.3668 0.00 0.00 0.00
H -3.4961 3.3319 -1.3571 0.00 0.00 0.00
H -1.4244 2.8087 -3.1276 0.00 -0.01 0.00
H 0.4573 1.7526 -6.2593 0.00 0.01 0.00
H -0.0660 2.8562 -4.9996 -0.01 0.00 0.00
H -1.0800 3.0479 -7.5303 -0.01 -0.01 -0.01
H -2.0812 3.4309 -6.1167 0.00 0.00 -0.01
H -2.9797 1.7795 -7.7897 -0.01 0.00 0.00
H -3.1066 1.4251 -6.1861 0.00 0.00 0.01
H -0.9273 0.4409 -7.8730 0.00 0.01 0.00
H -2.3966 -0.4886 -7.5639 -0.01 0.01 0.00
H -0.2172 -0.7432 -5.9762 0.00 0.00 0.00
H -1.8404 -0.9015 -5.3046 0.00 0.00 -0.01
F 6.2806 -0.1153 4.3874 0.01 0.00 0.00
C 5.0401 -0.5248 4.6262 -0.02 -0.01 0.01
C 4.7039 -1.8439 4.3150 0.01 0.00 0.00
C 3.4256 -2.2683 4.5538 -0.01 -0.01 0.01
C 2.4435 -1.3853 5.1099 -0.05 0.02 0.02
C 1.1373 -1.8282 5.3732 -0.01 -0.03 -0.10
C 2.8489 -0.0464 5.4169 0.01 -0.01 0.00
C 4.1306 0.3737 5.1788 0.01 0.00 0.00
H 5.4617 -2.5012 3.9112 0.00 0.00 0.00
H 3.1439 -3.2936 4.3440 0.00 0.00 0.00
H 0.4486 -1.1990 5.9234 -0.01 0.00 -0.01
H 0.9073 -2.8832 5.2917 0.00 -0.01 0.02
H 2.1200 0.6368 5.8302 0.00 0.00 0.00
H 4.4522 1.3794 5.4112 0.00 0.00 0.00
Br 2.6414 -6.9362 3.4961 0.00 0.01 0.00
C 1.2479 -5.6997 3.3128 0.00 -0.02 0.03
C 1.3103 -4.7582 2.2813 0.00 0.01 -0.01
C 0.3011 -3.8282 2.1510 0.02 -0.01 -0.02
C -0.7467 -3.8278 3.0795 -0.08 -0.01 0.05
C -0.8382 -4.8044 4.0720 0.02 0.02 0.00
C 0.1772 -5.7363 4.1983 0.00 0.01 -0.01
C -1.7357 -2.7096 3.0266 0.12 0.03 0.01
O -2.8933 -3.2271 2.9735 -0.05 -0.02 -0.04
O -1.4483 -1.5147 2.9881 -0.01 0.01 0.08
H 2.1442 -4.7694 1.5932 0.00 0.00 0.00
H 0.3165 -3.1041 1.3434 0.01 0.01 0.00
H -1.6776 -4.8095 4.7540 0.00 0.00 0.00
H 0.1429 -6.4841 4.9779 0.00 0.00 0.00


no.,total energy (eV)
1,-16421.181
2,-348947.896
3,-73922.746
4,-126248.019